73
Properties=species:S:1:pos:R:3:forces:R:3:lowdin_spin:R:1 method="wB97M-V/def2-TZVPD" charge=0 energy_ha=-4722.73624 s2=6.1052 orbital_gap_ev="5.41 / 6.03" homo_ev="-7.15 / -7.20" lumo_ev="-1.739 / -1.172" multiplicity=5
Mn -0.390802 -0.090444 -0.638943 0.48 0.33 0.29 3.8814
N 1.871322 -3.945588 0.387923 0.00 0.04 -0.03 0.0074
C 0.920851 -3.058904 -0.016588 0.00 -0.08 0.39 0.0058
S 0.775671 -2.625401 -1.644167 -0.14 0.06 -0.26 0.0305
N 0.141671 -2.626307 0.976323 -0.10 0.07 -0.13 -0.0248
N -0.782250 -1.766572 0.529225 -0.17 -0.08 0.05 -0.0232
C -2.001955 -1.851719 0.940922 0.01 -0.06 -0.04 0.0004
C -2.482340 -2.824839 1.946219 0.04 0.05 0.02 -0.0007
C -3.007219 -2.347354 3.142879 -0.02 -0.03 -0.01 0.0004
C -3.474074 -3.239299 4.097924 0.01 0.04 -0.01 -0.0003
C -3.423516 -4.603060 3.854679 0.00 -0.01 0.01 0.0007
C -2.898342 -5.078281 2.660437 0.00 -0.02 0.01 -0.0001
C -2.421991 -4.193401 1.708153 0.02 0.01 -0.02 0.0006
C -2.941115 -0.962802 0.248552 -0.04 0.07 -0.12 0.0071
C -4.316590 -0.954213 0.453128 0.19 0.04 -0.09 -0.0014
C -5.100257 -0.156232 -0.360904 0.00 0.03 -0.02 0.0094
C -4.513026 0.621661 -1.350547 0.08 -0.02 -0.01 -0.0024
C -3.137603 0.589901 -1.485048 -0.10 -0.05 0.11 0.0063
N -2.387685 -0.195674 -0.713726 -0.13 -0.19 0.13 -0.0316
H 2.342075 -4.481446 -0.317548 -0.01 0.00 0.00 0.0010
H 1.800736 -4.308952 1.323900 0.00 -0.02 0.00 0.0002
H -3.032935 -1.279391 3.326377 0.01 0.02 0.00 0.0001
H -3.870053 -2.865740 5.032587 -0.01 0.00 0.01 -0.0001
H -3.789292 -5.298322 4.597929 -0.01 -0.02 0.02 0.0000
H -2.854048 -6.142594 2.474118 0.00 -0.03 -0.01 0.0000
H -1.995488 -4.556119 0.782323 0.00 0.00 -0.02 0.0000
H -4.747399 -1.568790 1.227970 0.00 -0.02 0.02 -0.0003
H -6.172791 -0.140657 -0.223130 -0.03 0.01 0.00 0.0005
H -5.101420 1.250829 -2.001343 -0.02 0.01 0.00 -0.0004
H -2.603774 1.209172 -2.193016 0.00 -0.01 -0.01 -0.0001
C 1.086399 5.800877 0.240059 -0.01 0.01 0.00 0.0000
C 1.156223 4.379487 -0.264839 0.05 -0.03 -0.08 0.0002
O 0.772555 3.468103 0.789685 -0.15 0.00 0.06 0.0013
P -0.601275 2.693446 0.711101 0.15 0.05 0.19 0.0054
O -0.730785 1.971292 -0.629982 -0.09 -0.35 -0.23 0.0266
Te -0.815232 1.210234 2.490352 -0.04 -0.08 0.09 0.0635
O -1.638068 3.915276 0.693945 0.01 0.13 -0.05 0.0008
C -3.046081 3.659906 0.599993 -0.03 -0.11 -0.04 0.0005
C -3.731581 4.068394 1.883761 0.01 0.00 -0.02 0.0008
H 1.415312 6.488524 -0.540397 0.01 0.01 -0.02 0.0000
H 1.735759 5.927395 1.105127 0.01 -0.01 0.02 0.0000
H 0.068031 6.058687 0.527510 -0.01 0.00 0.00 0.0000
H 2.169382 4.087932 -0.536573 -0.02 0.03 0.00 0.0000
H 0.510806 4.224502 -1.134086 0.02 0.03 0.03 0.0002
H -3.215982 2.598000 0.388919 0.01 0.08 0.07 0.0002
H -3.409722 4.234364 -0.254729 -0.01 -0.01 0.02 0.0000
H -3.323668 3.499601 2.718003 0.00 -0.02 0.02 0.0013
H -4.803220 3.875011 1.815654 -0.02 -0.01 -0.01 0.0000
H -3.585185 5.129900 2.078273 0.03 0.03 0.00 0.0000
N 7.113262 -2.965362 -1.983705 0.10 -0.06 0.00 -0.0001
C 6.118380 -2.125516 -1.521334 -0.08 0.04 0.02 0.0001
C 6.065641 -0.792776 -1.936787 0.01 -0.04 0.00 -0.0002
C 5.093943 0.056145 -1.445257 0.01 0.11 -0.07 0.0001
C 4.160176 -0.414344 -0.534977 0.01 -0.11 0.10 -0.0006
C 4.212898 -1.732169 -0.097793 0.01 -0.01 0.01 -0.0001
C 5.183314 -2.581381 -0.585470 -0.01 0.07 -0.03 0.0002
S 2.919642 0.639241 0.111717 -0.16 -0.03 0.07 0.0022
O 2.612594 0.236632 1.446864 0.09 0.08 -0.08 0.0000
O 3.318942 1.986633 -0.207588 0.06 -0.06 0.06 -0.0030
N 1.583392 0.288725 -0.780637 -0.09 0.14 0.01 -0.0218
C 1.431146 0.782476 -2.030760 0.00 -0.04 -0.08 0.0056
S 2.399539 1.878815 -2.945671 -0.04 -0.01 -0.07 0.0040
C 1.198973 1.843301 -4.192236 -0.04 0.01 -0.05 0.0016
C 0.156244 1.067426 -3.833876 0.07 0.00 0.02 0.0056
N 0.293593 0.450625 -2.617836 0.07 0.02 -0.14 0.0385
H 7.565070 -2.700591 -2.842436 -0.02 -0.01 0.00 0.0000
H 6.941193 -3.953043 -1.904014 0.00 0.01 -0.01 0.0000
H 6.800882 -0.421828 -2.639516 0.02 0.00 -0.02 0.0000
H 5.068916 1.092443 -1.754553 0.00 -0.02 0.02 0.0000
H 3.496290 -2.084689 0.629221 0.00 0.01 0.00 0.0002
H 5.231696 -3.605181 -0.235987 0.00 -0.04 0.01 0.0000
H 1.334754 2.379498 -5.114389 0.03 0.03 -0.04 0.0003
H -0.720509 0.874528 -4.431368 -0.03 0.01 -0.03 0.0001